{
  "formula": "C33H61BiN11O3P2S2SeSiTe",
  "method": "ωB97M-V/def2-TZVPD",
  "species": ["Bi", "N", "N", "C", "N", "S", "H", "H", "H", "H", "H", "C", "N", "C", "P", "O", "O", "P", "O", "N", "C", "C", "N", "C", "C", "N", "C", "C", "H", "H", "H", "H", "H", "H", "H", "H", "H", "H", "H", "H", "H", "H", "H", "H", "H", "H", "H", "H", "H", "H", "H", "H", "C", "Si", "C", "N", "C", "C", "C", "C", "C", "C", "C", "C", "C", "C", "C", "C", "C", "C", "C", "C", "C", "H", "H", "H", "H", "H", "H", "H", "H", "H", "H", "H", "H", "H", "H", "H", "H", "H", "H", "H", "H", "H", "H", "H", "H", "Se", "C", "N", "Te", "S", "C", "N", "C", "C", "C", "N", "H", "H", "H", "H", "H", "H", "H", "H"],
  "coordinates": [[0.419, -0.574, -0.321], [-1.656, 1.630, 0.525], [-2.843, 1.794, 1.254], [-3.701, 0.771, 1.381], [-4.637, 0.965, 2.370], [-3.728, -0.610, 0.446], [-0.941, 1.384, 1.215], [-1.416, 2.552, 0.167], [-2.781, 2.482, 2.006], [-4.358, 1.516, 3.168], [-5.164, 0.134, 2.582], [0.054, 0.373, 6.618], [-0.988, 0.298, 5.612], [-1.717, 1.554, 5.447], [-0.903, -0.638, 4.251], [-1.137, 0.046, 2.978], [0.579, -1.273, 4.460], [1.514, -2.115, 3.454], [1.202, -1.910, 2.040], [1.376, -3.700, 3.863], [0.980, -4.704, 2.887], [1.707, -4.190, 5.182], [2.988, -1.624, 4.011], [4.120, -2.302, 3.380], [3.191, -0.227, 4.396], [-1.959, -1.893, 4.464], [-1.883, -2.652, 5.697], [-2.271, -2.708, 3.288], [-0.396, 0.655, 7.574], [0.813, 1.122, 6.362], [0.543, -0.590, 6.739], [-2.112, 1.873, 6.413], [-2.549, 1.409, 4.760], [-1.079, 2.334, 5.027], [0.742, -4.226, 1.938], [0.103, -5.255, 3.241], [1.793, -5.420, 2.729], [2.013, -3.365, 5.822], [2.530, -4.912, 5.135], [0.847, -4.689, 5.642], [4.676, -2.901, 4.107], [4.791, -1.572, 2.927], [3.783, -2.948, 2.569], [2.715, -0.024, 5.354], [2.799, 0.481, 3.659], [4.261, -0.057, 4.512], [-1.690, -1.984, 6.536], [-1.095, -3.416, 5.661], [-2.836, -3.156, 5.871], [-3.270, -3.133, 3.403], [-1.554, -3.529, 3.167], [-2.264, -2.091, 2.394], [0.887, 1.023, -1.928], [0.468, 1.141, -3.713], [-1.341, 1.643, -3.920], [-2.190, 0.987, -2.940], [-2.541, -0.407, -3.243], [-4.004, -0.570, -3.673], [-4.440, 0.614, -4.530], [-4.374, 1.913, -3.707], [-3.357, 1.765, -2.563], [1.015, -0.353, -4.701], [1.964, -1.233, -4.181], [2.447, -2.292, -4.937], [1.984, -2.491, -6.229], [1.033, -1.630, -6.763], [0.557, -0.572, -6.002], [1.513, 2.591, -4.381], [2.549, 2.430, -5.302], [3.382, 3.488, -5.651], [3.191, 4.741, -5.087], [2.158, 4.931, -4.178], [1.335, 3.868, -3.835], [0.480, 1.925, -1.453], [1.975, 1.098, -1.860], [-1.691, 1.571, -4.966], [-1.347, 2.715, -3.689], [-2.335, -1.040, -2.377], [-1.885, -0.760, -4.045], [-4.645, -0.632, -2.788], [-4.120, -1.514, -4.209], [-5.446, 0.463, -4.929], [-3.772, 0.686, -5.394], [-5.355, 2.147, -3.282], [-4.106, 2.753, -4.355], [-3.813, 1.270, -1.705], [-3.027, 2.745, -2.208], [2.308, -1.116, -3.159], [3.164, -2.977, -4.503], [2.351, -3.324, -6.816], [0.659, -1.788, -7.767], [-0.187, 0.092, -6.430], [2.720, 1.456, -5.745], [4.183, 3.331, -6.364], [3.840, 5.566, -5.355], [1.996, 5.905, -3.733], [0.544, 4.035, -3.111], [-1.057, 4.326, 2.738], [0.312, 3.131, 2.801], [1.184, 2.366, 2.840], [0.196, -2.960, -1.547], [3.397, -0.621, -0.028], [3.668, 1.052, -0.250], [3.199, 1.975, 0.587], [3.396, 3.400, 0.341], [3.290, 3.668, -1.151], [4.322, 2.832, -1.883], [4.376, 1.477, -1.319], [2.474, 1.729, 1.256], [4.388, 3.694, 0.702], [2.645, 3.931, 0.920], [3.445, 4.723, -1.373], [2.291, 3.396, -1.490], [5.312, 3.290, -1.799], [4.069, 2.758, -2.943], [4.647, 0.728, -1.936]],
  "e_tot_ha": -6775.0505,
  "homo_lumo_gap_ev": 6.021,
  "e_above_lowest_ev": 1.2636,
  "total_charge": -1,
  "lumo_energy_ev": 2.3,
  "e_homo_ev": -3.75,
  "fmax_ha_per_bohr": 0.0073
}